Entry 1:
Here is C7H11OP as an isolated structure from the Open Molecules 2025 dataset. Energies are from the ωB97M-V functional and the def2-TZVPD basis.

The calculation puts the energy above the lowest of the compared OMol25 structures with the same formula, charge and spin at 1.182 eV. The HOMO energy comes out at -8.37 eV. The value obtained for the orbital gap is 8.61 eV.

CARTESIAN COORDINATES (ANGSTROEM)
C 0.11485 -2.25479 1.27029
C -0.15755 -2.28067 -0.13994
C 0.23549 -1.08815 1.91269
C -0.21256 -1.14560 -0.85615
C 0.09776 0.22514 1.23025
C -0.03284 0.16501 -0.25890
C 0.84630 1.10663 -1.04176
O -1.61827 0.97491 -0.77693
P -2.60627 1.34736 0.37887
H 0.22814 -3.19455 1.78931
H -0.28200 -3.23837 -0.62294
H 0.41323 -1.04871 2.97547
H -0.38857 -1.17093 -1.92179
H -0.82755 0.70664 1.62879
H 0.91628 0.89402 1.51201
H 0.79640 2.10852 -0.62290
H 0.51778 1.14521 -2.07707
H 1.87719 0.75374 -1.00993
H -2.73248 2.73549 0.14619
H -3.80988 1.04181 -0.27213


Entry 2:
Here is C37H28BrIrN6O5 as an isolated structure from the Open Molecules 2025 dataset. Energies are from the ωB97M-V functional and the def2-TZVPD basis.

The calculation puts the energy above the lowest of the compared OMol25 structures with the same formula, charge and spin at 4.450 eV. Its expectation value of S² is 0.81. The spin multiplicity is 2. The HOMO energy (spin up / spin down) comes out at -10.22 / -10.17 eV. The value obtained for the orbital gap (spin up / spin down) is 5.03 / 4.95 eV. As for the charge: +1.

CARTESIAN COORDINATES (ANGSTROEM)
Ir -0.48148 -0.55831 0.34818
C 0.75512 2.59949 -1.03152
C 1.03002 2.46789 0.42648
C 1.98012 3.31129 1.00598
C 2.23922 3.22439 2.35818
C 1.50772 2.32469 3.11358
C 0.55602 1.52809 2.48188
N 0.36032 1.58239 1.15758
C -0.25098 0.57359 3.25708
C -0.35798 0.64829 4.64838
C -1.08448 -0.31971 5.31708
C -1.68618 -1.33201 4.59248
C -1.57358 -1.32981 3.20268
N -0.87678 -0.38301 2.57888
C -2.26498 -2.30651 2.35088
C -2.88868 -3.43361 2.87668
C -3.61398 -4.25201 2.02838
C -3.72898 -3.89081 0.70188
C -3.05798 -2.75921 0.23088
C -3.18868 -2.35691 -1.19622
N -2.31598 -2.01951 1.04468
H 1.46702 3.28629 -1.48022
H 0.84722 1.63849 -1.52722
H -0.25308 2.98459 -1.17572
H 2.50912 4.01109 0.38068
H 2.98362 3.85299 2.82118
H 1.68832 2.23089 4.17048
H 0.10842 1.44449 5.20148
H -1.17498 -0.28891 6.39208
H -2.24368 -2.09991 5.09648
H -2.80978 -3.68121 3.92018
H -4.09618 -5.14091 2.40548
H -4.32298 -4.47621 0.02068
H -3.99348 -2.91281 -1.67132
H -3.38628 -1.28851 -1.26042
H -2.25468 -2.56861 -1.71462
O -2.42858 2.46169 -3.98922
C -2.94198 3.10919 -2.94292
C -3.49308 4.37849 -3.15912
C -4.07098 5.08609 -2.13012
C -4.09598 4.55729 -0.84142
C -3.53578 3.32509 -0.60052
C -2.95068 2.58009 -1.63082
C -2.26678 1.33209 -1.27302
O -2.22518 0.92219 -0.08962
N -1.62368 0.72219 -2.28022
N -0.82658 -0.28051 -1.99002
C 0.00472 -0.70531 -2.89742
C 0.93302 -1.75601 -2.72972
C 1.93722 -1.94731 -3.69462
C 2.86752 -2.94591 -3.57852
C 2.78632 -3.85151 -2.50342
C 1.81812 -3.72611 -1.55302
C 0.87932 -2.64611 -1.58022
O 0.04342 -2.52321 -0.64422
H -2.04378 1.61049 -3.66772
H -3.45238 4.78159 -4.15902
H -4.50438 6.05629 -2.32312
H -4.54238 5.11429 -0.03492
H -3.52018 2.89559 0.39008
H 0.01302 -0.18551 -3.85762
H 1.98022 -1.26281 -4.52902
H 3.65852 -3.03951 -4.30712
H 3.51182 -4.64691 -2.42912
H 1.75102 -4.40371 -0.71432
Br 7.45422 -1.18341 2.12318
C 6.12672 -0.67231 0.87138
C 6.50502 -0.11711 -0.34802
N 5.61882 0.28999 -1.23112
C 4.33642 0.15099 -0.97332
C 3.85702 -0.43041 0.20028
C 4.77852 -0.83901 1.15648
C 2.36662 -0.57161 0.35558
O 1.84832 -1.03771 1.37968
O 1.67822 -0.16131 -0.61552
H 7.54502 0.00579 -0.61532
H 3.65032 0.51329 -1.72522
H 4.44612 -1.27001 2.08848


Entry 3:
Here is one molecule with the formula C6H12O from the Open Molecules 2025 dataset. Energies are from the ωB97M-V functional and the def2-TZVPD basis.

As for the SMILES: C/C=C/CCCO. The calculation puts the energy above the lowest of the compared OMol25 structures with the same formula, charge and spin at 1.573 eV. The HOMO energy comes out at -8.83 eV. The value obtained for the orbital gap is 9.98 eV.

CARTESIAN COORDINATES (ANGSTROEM)
C 2.82871 0.15675 0.12981
C 1.47395 0.37153 -0.49929
C 0.36180 0.73507 0.19111
C -0.96469 1.07011 -0.44763
C -2.08675 0.10522 -0.03050
C -1.66798 -1.32944 -0.30964
O -0.50051 -1.62467 0.39074
H 3.48715 1.00116 -0.01352
H 2.75224 -0.01259 1.19235
H 3.33511 -0.70076 -0.28799
H 1.44890 0.44163 -1.58848
H 0.40961 0.84414 1.28065
H -1.24289 2.09735 -0.17121
H -0.85068 1.04808 -1.54067
H -3.01266 0.34930 -0.55827
H -2.28660 0.20625 1.04123
H -2.45546 -2.01601 0.01022
H -1.52108 -1.47210 -1.38991
H 0.37963 -1.18540 -0.06998


Entry 4:
Here is C28H24F15GeN4O3S5SbTc as an isolated structure from the Open Molecules 2025 dataset. Energies are from the ωB97M-V functional and the def2-TZVPD basis.

The calculation puts the energy above the lowest of the compared OMol25 structures with the same formula, charge and spin at 0.000 eV. The HOMO energy comes out at -16.27 eV. The value obtained for the orbital gap is 4.74 eV. As for the charge: +3.

CARTESIAN COORDINATES (ANGSTROEM)
Tc 0.53937 1.15506 -0.39766
N -1.67809 4.23835 0.70062
C -2.55191 3.63012 1.77486
C -1.71237 3.00203 2.88074
C -1.11389 1.63181 2.56423
N 0.13297 1.75852 1.70219
C -2.18135 0.68209 2.03300
C -2.96654 1.25288 0.86238
N -2.06624 1.25228 -0.32107
C -3.54303 2.63667 1.17363
H -0.80121 4.66951 1.10445
H -2.19595 4.94535 0.17926
H -1.37195 3.53499 0.02158
H -3.09121 4.47692 2.19735
H -2.39115 2.85173 3.72365
H -0.94627 3.69550 3.23123
H -0.75250 1.22409 3.50902
H 0.85521 1.18800 2.13902
H 0.48848 2.71647 1.79566
H -2.86570 0.48086 2.86066
H -1.74782 -0.28160 1.76059
H -3.81289 0.59310 0.65794
H -2.46414 1.79428 -1.08916
H -2.05770 0.29761 -0.67366
H -4.34035 2.50570 1.90752
H -4.03021 3.05569 0.28731
S 2.03986 2.27333 -5.07867
Sb 0.35052 2.61954 -3.76889
S 1.07782 3.13208 -0.91512
S -0.09107 0.57764 -2.46699
S -1.05472 4.19853 -3.09785
C 4.75654 0.49843 -1.27044
O 3.30105 0.68200 -1.48268
C 2.57365 0.90423 -0.46525
O 2.78309 1.05693 0.71500
H 5.21613 0.84513 -2.18708
H 4.93019 -0.56239 -1.12386
H 5.07126 1.08184 -0.41100
F 0.76879 -3.72158 -3.73452
C -0.39898 -3.12118 -3.52415
C -0.79867 -2.81104 -2.22909
C -2.02085 -2.16962 -2.07874
F -2.42786 -1.79168 -0.84699
C -2.82803 -1.85151 -3.14707
F -3.97309 -1.20920 -2.96210
C -2.40837 -2.18722 -4.43069
F -3.16131 -1.88443 -5.45897
C -1.18742 -2.82153 -4.62393
F -0.78688 -3.12622 -5.84039
Ge 0.23664 -3.28625 -0.68496
S 0.53061 -0.95361 0.12747
C 2.02297 -3.88749 -0.93865
C 2.49652 -5.07209 -0.38590
F 1.70001 -5.81452 0.37604
C 3.79188 -5.50757 -0.61226
F 4.22333 -6.63322 -0.08578
C 4.63913 -4.73535 -1.39722
F 5.86970 -5.12493 -1.61028
C 4.19083 -3.54049 -1.95417
F 5.00595 -2.79037 -2.68448
C 2.89471 -3.14615 -1.72169
F 2.45679 -1.99319 -2.26665
C -0.79325 -4.03127 0.75159
C -1.36226 -5.25586 0.43382
F -1.12976 -5.74666 -0.79385
C -2.12991 -5.97401 1.32921
F -2.65190 -7.13658 1.00436
C -2.33997 -5.43628 2.59486
F -3.06770 -6.08671 3.46825
C -1.78615 -4.20908 2.94146
F -2.00062 -3.69864 4.14319
C -1.01670 -3.52726 2.01976
F -0.49164 -2.33800 2.38226
C 1.43666 6.94062 1.12209
C 1.47985 5.72107 1.99469
N 2.33151 5.73479 3.00907
O 0.75814 4.71633 1.77460
H 1.41936 7.85422 1.71521
H 0.56701 6.91652 0.47101
H 2.33370 6.96679 0.50003
H 2.90943 6.53758 3.20092
H 2.40994 4.93757 3.62014


Entry 5:
Here is an isolated ion of composition C3H4N3S and charge +1 from the Open Molecules 2025 dataset. Energies are from the ωB97M-V functional and the def2-TZVPD basis.

The calculation puts the energy above the lowest of the compared OMol25 structures with the same formula, charge and spin at 3.236 eV. The HOMO energy comes out at -14.83 eV. The value obtained for the orbital gap is 7.21 eV. As for the charge: +1.

CARTESIAN COORDINATES (ANGSTROEM)
C 1.26251 -1.18531 0.82283
C 1.67683 -0.03578 -0.10670
C -1.82124 0.64413 -0.40515
N 0.05112 -1.37263 0.99186
N 0.61879 0.62757 -0.53092
N -0.49101 0.28542 -0.15391
S 3.18889 0.45680 -0.39253
H 2.05065 -1.91636 1.04658
H -1.75038 1.35970 -1.12816
H -2.26341 1.24603 0.42099
H -2.52275 -0.10957 -0.56490


Total energy in Ha, matching the order above: -689.83915, -4809.57821, -311.00148, -7412.00347, -678.71662